No. 1
Molecular formula: C21H26BClMnNO5Se2
Method: DFT, ωB97M-V with the def2-TZVPD basis set

Geometry as XYZ:
```
58
Properties=species:S:1:pos:R:3
Mn 0.18 -0.53 1.04
C 2.47 -0.43 4.08
Se 2.18 0.63 2.47
C 1.05 2.00 3.28
C -0.16 1.44 4.00
Se -1.46 0.69 2.76
C -2.18 -0.67 3.95
H 2.66 0.26 4.90
H 3.36 -1.02 3.91
H 1.64 -1.09 4.30
H 0.78 2.67 2.46
H 1.68 2.57 3.97
H -0.65 2.22 4.59
H 0.13 0.64 4.68
H -2.40 -0.21 4.91
H -1.48 -1.49 4.06
H -3.10 -1.04 3.50
C 3.08 -2.01 -4.80
O 1.69 -1.94 -5.04
C 0.87 -1.79 -3.98
C -0.51 -1.77 -4.28
C -1.40 -1.61 -3.26
C -1.00 -1.46 -1.91
C -2.01 -1.33 -0.88
C -3.47 -1.41 -1.24
O -1.74 -1.17 0.32
C 0.39 -1.48 -1.63
O 0.92 -1.38 -0.44
C 1.31 -1.65 -2.69
H 3.54 -2.19 -5.76
H 3.32 -2.84 -4.12
H 3.45 -1.08 -4.38
H -0.82 -1.88 -5.31
H -2.45 -1.60 -3.50
H -3.72 -2.39 -1.65
H -3.73 -0.66 -1.99
H -4.05 -1.24 -0.34
H 2.36 -1.66 -2.42
B 0.41 -4.21 3.93
C 0.37 -2.97 2.96
N 0.31 -2.06 2.24
H 0.72 -5.16 3.26
H -0.71 -4.30 4.39
H 1.23 -3.93 4.78
Cl -1.60 6.21 -3.85
C -0.93 4.95 -2.85
C 0.40 4.61 -3.00
C 0.93 3.61 -2.20
C 0.13 2.95 -1.27
C -1.21 3.30 -1.15
C -1.75 4.31 -1.93
C 0.75 1.89 -0.42
O 1.95 1.81 -0.23
O -0.13 1.07 0.09
H 1.01 5.12 -3.73
H 1.98 3.34 -2.28
H -1.83 2.77 -0.44
H -2.78 4.59 -1.84
```

Properties
HOMO level (spin up / spin down): -8.51 / -8.59 eV
Multiplicity: 5
ΔE to the lowest compared entry with this formula, charge and spin: 0.0 kJ/mol
LUMO (spin up / spin down): -1.37 / -0.35 eV


No. 2
Molecular formula: C32H40N3O2
Method: DFT, ωB97M-V with the def2-TZVPD basis set

Geometry as XYZ:
```
77
Properties=species:S:1:pos:R:3
C -4.43 5.96 3.61
C -3.30 5.02 4.04
N -2.72 4.35 2.88
C -1.85 3.28 3.20
C -0.45 3.44 3.18
C 0.37 2.37 3.48
C -0.18 1.07 3.71
C 0.72 0.01 3.88
C 0.40 -1.36 3.74
C -0.68 -1.84 2.93
C -0.95 -3.19 2.84
C -0.17 -4.12 3.56
N -0.43 -5.52 3.51
C -1.36 -5.94 4.56
C -1.60 -7.45 4.52
O -1.87 -7.91 3.19
C -0.84 -7.57 2.25
C -0.67 -6.06 2.17
C 0.90 -3.66 4.37
C 1.21 -2.32 4.41
C -1.60 0.95 3.80
C -2.42 2.04 3.60
C -2.30 5.25 1.80
C -3.51 6.08 1.39
O -4.06 6.79 2.51
H -5.32 5.34 3.37
H -4.65 6.66 4.43
H -2.53 5.63 4.57
H -3.69 4.25 4.72
H -0.01 4.43 2.98
H 1.45 2.48 3.51
H 1.74 0.25 4.18
H -1.29 -1.13 2.36
H -1.79 -3.54 2.23
H -0.92 -5.66 5.52
H -2.34 -5.43 4.44
H -0.71 -7.95 4.94
H -2.50 -7.69 5.09
H 0.13 -8.03 2.53
H -1.21 -7.96 1.29
H -1.56 -5.61 1.70
H 0.22 -5.83 1.56
H 1.48 -4.40 4.93
H 2.05 -1.96 4.99
H -2.05 -0.01 4.05
H -3.50 1.96 3.69
H -1.48 5.92 2.12
H -1.97 4.64 0.95
H -3.21 6.87 0.69
H -4.26 5.40 0.93
C 4.57 7.11 2.33
C 5.82 6.54 2.08
C 6.03 5.17 2.28
C 4.99 4.35 2.74
C 5.24 2.87 2.94
C 5.03 2.07 1.65
C 5.27 0.53 1.73
C 4.22 -0.09 0.78
C 3.32 1.07 0.31
N 3.68 2.17 1.18
C 3.75 4.93 3.03
C 3.53 6.29 2.80
H 4.40 8.18 2.16
H 6.64 7.16 1.72
H 7.00 4.72 2.07
H 6.28 2.72 3.27
H 4.57 2.47 3.71
H 5.75 2.46 0.90
H 6.29 0.27 1.44
H 5.10 0.19 2.76
H 4.68 -0.60 -0.07
H 3.60 -0.82 1.32
H 3.51 1.29 -0.77
H 2.25 0.84 0.42
H 3.36 3.09 0.92
H 2.95 4.30 3.43
H 2.54 6.72 3.00
```

Properties
HOMO level: -10.58 eV
Total charge: +1
ΔE to the lowest compared entry with this formula, charge and spin: 0.0 kJ/mol
LUMO: -5.27 eV


No. 3
Molecular formula: C6H18O6Zn
Method: DFT, ωB97M-V with the def2-TZVPD basis set

Geometry as XYZ:
```
31
Properties=species:S:1:pos:R:3
Zn 0.11 0.07 -0.04
C 2.27 -0.84 0.14
C 1.49 -1.58 -1.02
O 0.69 -0.53 -1.62
O 1.19 -0.42 1.05
H 2.95 -0.07 -0.24
H 2.82 -1.60 0.70
H 0.98 -2.46 -0.62
H 2.06 -2.19 -1.72
H 0.60 -0.92 -2.49
H 1.65 -0.32 1.88
C 0.21 2.30 0.02
C -0.05 1.80 1.49
O -0.64 0.49 1.49
O 0.88 1.33 -0.76
H 0.67 3.28 -0.12
H -0.80 2.33 -0.39
H -0.83 2.51 1.78
H 0.80 1.83 2.17
H -0.79 0.29 2.42
H 1.09 1.79 -1.58
C -2.16 -0.53 -0.97
C -1.82 -1.06 0.45
O -0.42 -1.42 0.51
O -1.25 0.63 -0.99
H -3.19 -0.20 -1.03
H -1.88 -1.24 -1.75
H -2.41 -1.97 0.62
H -2.04 -0.35 1.24
H -0.42 -2.37 0.65
H -1.73 1.41 -1.29
```

Properties
HOMO level: -17.90 eV
Total charge: +2
LUMO: -6.23 eV


No. 4
Molecular formula: C20H19FN6O2
Method: DFT, ωB97M-V with the def2-TZVPD basis set

Geometry as XYZ:
```
48
Properties=species:S:1:pos:R:3
O 5.31 1.63 -0.71
C 4.61 0.75 -0.26
N 3.80 0.91 0.83
H 3.26 0.11 1.13
C 3.28 2.21 1.22
C 1.89 2.41 0.67
C 1.63 3.34 -0.33
C 0.35 3.42 -0.86
C -0.61 2.54 -0.40
N -0.37 1.64 0.54
C 0.84 1.60 1.07
H 0.98 0.85 1.85
H -1.62 2.54 -0.81
H 0.11 4.14 -1.63
H 2.41 3.99 -0.69
H 3.97 2.95 0.82
H 3.28 2.27 2.31
N 4.67 -0.55 -0.74
C 3.66 -1.50 -0.59
C 2.33 -1.12 -0.72
C 1.26 -1.96 -0.40
C 1.55 -3.29 -0.08
C 2.87 -3.71 -0.06
C 3.92 -2.84 -0.29
H 4.94 -3.17 -0.22
H 3.09 -4.74 0.17
H 0.74 -3.96 0.16
N 0.00 -1.40 -0.38
C -1.13 -1.89 0.28
O -1.36 -3.06 0.47
N -1.94 -0.87 0.67
H -1.60 0.09 0.61
C -3.25 -1.09 1.24
C -4.29 -0.41 0.40
C -4.35 0.98 0.34
N -5.20 1.65 -0.41
C -6.06 0.97 -1.14
C -6.11 -0.42 -1.16
C -5.20 -1.12 -0.38
H -5.19 -2.20 -0.37
H -6.83 -0.94 -1.77
H -6.74 1.56 -1.74
H -3.67 1.59 0.93
H -3.28 -0.71 2.26
H -3.41 -2.18 1.26
H -0.02 -0.41 -0.59
F 2.03 0.14 -1.13
H 5.46 -0.76 -1.33
```

Properties
HOMO level: -8.51 eV
ΔE to the lowest compared entry with this formula, charge and spin: 17.8 kJ/mol
LUMO: 0.52 eV


| no. | calculated total energy (eV) |
| --- | --- |
| 1 | -209139.6536 |
| 2 | -42390.4575 |
| 3 | -67186.2267 |
| 4 | -36803.3028 |